Entry from the Open Molecules 2025 dataset: a molecular structure, C62H52AsFNP3TcTe (wB97M-V/def2-TZVPD).

Structure (XYZ):
```
122
Properties=species:S:1:pos:R:3
Tc -0.202 0.056 0.431
Te -2.276 3.962 0.819
C -1.566 5.876 0.175
C -0.289 6.318 0.488
C 0.119 7.547 -0.016
N -0.659 8.306 -0.775
C -1.884 7.889 -1.059
C -2.388 6.672 -0.607
C -0.663 2.975 -0.189
P -1.302 1.548 -1.133
C -0.064 1.197 -2.428
C 0.653 2.165 -3.127
C 1.581 1.782 -4.079
C 1.805 0.436 -4.345
C 1.098 -0.536 -3.656
C 0.170 -0.156 -2.695
C -2.739 2.236 -2.006
C -2.606 3.482 -2.622
C -3.701 4.070 -3.225
C -4.935 3.428 -3.207
C -5.067 2.191 -2.598
C -3.968 1.590 -1.999
P 0.662 2.223 0.799
C 2.149 2.362 -0.246
C 2.918 1.239 -0.533
C 4.027 1.346 -1.361
C 4.368 2.573 -1.909
C 3.592 3.694 -1.642
C 2.484 3.590 -0.818
C 0.992 3.280 2.242
C 0.044 3.377 3.262
C 0.222 4.281 4.297
C 1.351 5.085 4.335
C 2.327 4.952 3.358
C 2.154 4.048 2.319
H 0.371 5.729 1.112
H 1.104 7.941 0.209
H -2.490 8.548 -1.670
H -3.390 6.358 -0.867
H 0.489 3.214 -2.920
H 2.133 2.537 -4.623
H 2.527 0.147 -5.097
H 1.258 -1.583 -3.877
H -0.422 -0.918 -2.190
H -1.650 3.989 -2.622
H -3.595 5.034 -3.705
H -5.792 3.900 -3.667
H -6.029 1.697 -2.582
H -4.067 0.626 -1.514
H 2.651 0.276 -0.106
H 4.627 0.473 -1.586
H 5.237 2.656 -2.547
H 3.847 4.647 -2.086
H 1.864 4.456 -0.616
H -0.819 2.729 3.263
H -0.528 4.357 5.074
H 1.475 5.811 5.127
H 3.222 5.560 3.389
H 2.931 3.949 1.575
F -5.187 -1.399 3.762
C -4.096 -1.019 3.080
C -3.912 -1.488 1.791
C -2.779 -1.090 1.100
C -1.827 -0.246 1.679
C -2.043 0.192 2.983
C -3.177 -0.185 3.690
H -4.644 -2.150 1.348
H -2.628 -1.472 0.091
H -1.300 0.810 3.473
H -3.348 0.153 4.704
C 2.624 -2.410 1.611
C 3.884 -1.571 1.735
As 5.431 -2.588 2.533
C 4.714 -3.013 4.291
C 4.925 -2.075 5.303
C 4.430 -2.298 6.574
C 3.725 -3.463 6.846
C 3.515 -4.401 5.845
C 4.010 -4.184 4.570
C 5.447 -4.295 1.641
C 5.931 -5.408 2.340
C 6.010 -6.637 1.714
C 5.656 -6.755 0.374
C 5.228 -5.640 -0.342
C 5.136 -4.412 0.283
P 0.984 -1.518 1.801
C 1.142 -0.881 3.508
C 1.758 0.368 3.610
C 1.920 0.987 4.838
C 1.425 0.379 5.982
C 0.811 -0.861 5.892
C 0.698 -1.507 4.669
C -0.090 -2.993 1.706
C 0.035 -3.755 0.539
C -0.753 -4.876 0.339
C -1.699 -5.233 1.290
C -1.877 -4.444 2.415
C -1.089 -3.321 2.620
H 2.580 -3.159 2.406
H 2.606 -2.944 0.662
H 3.753 -0.730 2.417
H 4.201 -1.168 0.773
H 5.503 -1.181 5.094
H 4.611 -1.575 7.358
H 3.349 -3.647 7.844
H 2.981 -5.317 6.060
H 3.865 -4.937 3.806
H 6.242 -5.307 3.373
H 6.365 -7.498 2.262
H 5.738 -7.714 -0.121
H 4.985 -5.732 -1.392
H 4.830 -3.540 -0.283
H 2.105 0.871 2.716
H 2.411 1.950 4.906
H 1.527 0.874 6.939
H 0.415 -1.328 6.785
H 0.279 -2.503 4.639
H 0.745 -3.471 -0.231
H -0.630 -5.477 -0.552
H -2.309 -6.112 1.134
H -2.638 -4.699 3.141
H -1.281 -2.690 3.476
```

energy relative to the best compared isomer or geometry (same formula, charge and spin)	0.0	kJ/mol
<S²>	3.80
energy	-6156.44712	hartree
HOMO level (spin up / spin down)	-11.73 / -11.73	eV
LUMO level (spin up / spin down)	-6.54 / -7.40	eV
Kohn-Sham gap (spin up / spin down)	5.19 / 4.33	eV
spin multiplicity	4
total charge	+2

***

Entry from the Open Molecules 2025 dataset: 8 unconnected molecules or ions with the total composition C62H53F5N2O18 (wB97M-V/def2-TZVPD).

Structure (XYZ):
```
140
Properties=species:S:1:pos:R:3
C 3.405 -5.184 2.637
C 4.560 -4.231 2.377
O 4.794 -4.048 1.002
C 4.876 -2.694 0.602
C 3.483 -2.095 0.331
O 3.373 -0.717 0.603
C 3.454 -0.352 1.964
C 2.129 0.085 2.539
C 1.675 1.357 2.337
C 0.497 1.831 2.869
C 0.010 3.243 2.685
F -0.215 3.779 3.917
F -1.138 3.328 1.998
C 1.022 4.201 2.025
F 2.177 4.241 2.670
F 1.187 3.831 0.748
F 0.532 5.439 2.017
C -0.250 0.945 3.597
C 0.161 -0.336 3.818
C 1.364 -0.779 3.307
N 1.769 -2.084 3.607
C -0.839 -1.076 4.618
O -0.836 -2.248 4.922
N -1.843 -0.140 4.933
C -3.206 -0.685 4.804
C -3.510 -1.278 3.425
C -5.005 -1.213 3.086
C -5.278 0.180 2.462
C -5.280 -2.322 2.074
C -1.590 1.087 4.286
O -2.361 2.012 4.305
H 3.666 -6.207 2.395
H 2.518 -4.863 2.095
H 3.157 -5.134 3.695
H 5.440 -4.651 2.868
H 4.343 -3.300 2.907
H 5.424 -2.699 -0.334
H 5.462 -2.110 1.315
H 2.722 -2.707 0.829
H 3.291 -2.195 -0.731
H 3.884 -1.118 2.608
H 4.127 0.503 2.021
H 2.275 2.015 1.730
H 0.962 -2.671 3.786
H 2.322 -2.471 2.856
H -3.309 -1.483 5.531
H -3.949 0.056 5.077
H -2.928 -0.758 2.661
H -3.182 -2.314 3.403
H -5.603 -1.344 3.984
H -6.207 0.618 2.813
H -5.249 0.112 1.380
H -4.493 0.864 2.780
H -4.919 -3.250 2.507
H -4.706 -2.142 1.168
H -6.342 -2.413 1.862
O -0.261 4.046 -5.137
C 0.035 3.147 -4.381
C 0.496 1.829 -4.891
C 0.818 0.844 -4.057
C 0.732 1.016 -2.586
O 1.029 0.117 -1.827
C 0.271 2.331 -2.078
C -0.052 3.319 -2.909
H 0.554 1.721 -5.964
H 1.157 -0.124 -4.407
H 0.215 2.437 -1.003
H -0.388 4.286 -2.557
O 0.399 0.152 -7.470
C 0.131 -1.026 -7.356
C 1.192 -2.063 -7.393
C 0.898 -3.354 -7.267
C -0.503 -3.811 -7.082
O -0.770 -4.987 -6.966
C -1.563 -2.772 -7.046
C -1.269 -1.481 -7.172
H 2.206 -1.708 -7.527
H 1.655 -4.127 -7.291
H -2.577 -3.126 -6.911
H -2.025 -0.707 -7.147
O 3.116 6.171 -2.101
C 3.796 6.474 -1.140
C 3.403 6.085 0.235
C 4.157 6.413 1.281
C 5.421 7.178 1.107
O 6.110 7.471 2.061
C 5.807 7.566 -0.273
C 5.048 7.240 -1.316
H 2.486 5.534 0.321
H 3.896 6.144 2.295
H 6.728 8.122 -0.383
H 5.310 7.511 -2.331
O -5.544 -4.539 3.964
C -5.887 -5.702 4.024
C -4.958 -6.796 3.643
C -5.333 -8.070 3.705
C -6.693 -8.448 4.159
O -7.039 -9.609 4.220
C -7.623 -7.357 4.539
C -7.247 -6.082 4.476
H -3.971 -6.495 3.316
H -4.673 -8.884 3.432
H -8.611 -7.661 4.864
H -7.907 -5.268 4.748
O 0.035 9.468 -6.968
C 1.071 8.955 -6.604
C 1.170 8.242 -5.308
C 2.310 7.682 -4.910
C 3.532 7.750 -5.750
O 4.577 7.244 -5.391
C 3.435 8.464 -7.048
C 2.295 9.021 -7.444
H 0.267 8.204 -4.712
H 2.403 7.157 -3.968
H 4.338 8.502 -7.644
H 2.202 9.546 -8.386
O 7.804 8.205 -2.567
C 8.386 8.143 -3.630
C 9.546 9.020 -3.924
C 10.180 8.952 -5.091
C 9.754 7.997 -6.146
O 10.334 7.936 -7.208
C 8.593 7.122 -5.849
C 7.959 7.188 -4.682
H 9.839 9.708 -3.142
H 11.028 9.582 -5.329
H 8.296 6.435 -6.632
H 7.107 6.562 -4.448
O -10.678 -14.664 5.688
C -10.612 -13.462 5.546
C -9.476 -12.828 4.834
C -9.403 -11.508 4.681
C -10.462 -10.615 5.217
O -10.403 -9.410 5.081
C -11.600 -11.248 5.930
C -11.670 -12.567 6.081
H -8.716 -13.498 4.452
H -8.584 -11.025 4.166
H -12.359 -10.578 6.313
H -12.490 -13.050 6.597
```

energy	-4357.32311	hartree
structure (SMILES)	CCOCCOCc1cc(C(F)(F)C(F)(F)F)c2c(c1N)C(=O)N(CCC(C)C)C2=O.O=C1C=CC(=O)C=C1.O=C1C=CC(=O)C=C1.O=C1C=CC(=O)C=C1.O=C1C=CC(=O)C=C1.O=C1C=CC(=O)C=C1.O=C1C=CC(=O)C=C1.O=C1C=CC(=O)C=C1
HOMO level	-9.31	eV
LUMO level	-1.81	eV
Kohn-Sham gap	7.50	eV

***

Entry from the Open Molecules 2025 dataset: 12 unconnected molecules or ions with the total composition C62H58NO43P (wB97M-V/def2-TZVPD).

Structure (XYZ):
```
165
Properties=species:S:1:pos:R:3
C -0.022 1.563 -2.058
C 0.102 0.085 -1.531
C 1.455 -0.139 -0.740
O 1.743 1.057 0.037
C 3.164 1.330 0.112
N -1.088 -0.156 -0.606
H -1.081 -1.065 -0.165
H -1.160 0.474 0.181
H -1.969 0.019 -1.068
H -0.720 1.809 -2.858
H 0.941 1.852 -2.478
H -0.209 2.261 -1.241
H -0.021 -0.666 -2.311
H 2.260 -0.453 -1.406
H 1.360 -0.900 0.034
H 3.712 0.978 -0.763
H 3.683 0.775 0.893
H 3.377 2.377 0.328
P -4.182 -0.408 -0.986
O -3.500 -1.730 -0.456
O -4.135 0.665 0.149
O -5.646 -0.810 -1.396
O -3.427 0.176 -2.254
C 2.614 5.350 5.684
O 2.998 4.025 5.262
C 3.887 4.147 4.181
C 3.217 4.142 2.785
O 2.230 5.107 2.595
C 1.844 5.325 1.270
H 3.588 5.762 5.949
H 1.921 5.243 6.518
H 2.143 5.887 4.861
H 4.494 3.252 4.049
H 4.517 5.031 4.288
H 2.777 3.175 2.541
H 3.995 4.342 2.048
H 1.544 4.362 0.856
H 2.580 5.703 0.560
H 1.043 6.041 1.085
C -1.990 -4.941 -0.214
C -1.059 -4.016 -0.048
C 0.423 -4.311 -0.248
O 1.342 -3.503 -0.170
C 0.606 -5.609 -0.842
C -0.380 -6.548 -1.153
C -1.791 -6.304 -0.826
O -2.716 -7.094 -1.052
O 0.013 -7.742 -1.765
O -1.304 -2.753 0.364
H -3.036 -4.680 -0.155
H 1.638 -5.844 -1.057
H -0.638 -8.428 -1.605
H -2.154 -2.382 0.117
C -1.236 1.223 -7.653
C -2.308 2.105 -7.684
C -3.411 2.127 -6.698
O -4.432 2.787 -6.753
C -3.166 1.196 -5.511
C -2.097 0.395 -5.444
C -1.028 0.163 -6.537
O -0.073 -0.605 -6.568
O -1.783 -0.326 -4.304
O -2.371 3.029 -8.716
H -0.602 1.197 -8.527
H -3.728 1.309 -4.596
H -2.318 0.033 -3.592
H -3.070 3.683 -8.652
C -2.784 5.481 2.843
C -1.518 4.969 2.819
C -1.226 3.538 2.421
O -0.128 2.991 2.597
C -2.401 2.820 1.825
C -3.607 3.365 1.895
C -4.011 4.681 2.561
O -5.104 5.085 2.665
O -4.515 2.931 1.028
O -0.437 5.640 3.410
H -2.896 6.445 3.317
H -2.296 1.841 1.381
H -4.295 2.070 0.666
H 0.397 5.179 3.295
C 0.236 -1.305 4.266
C 1.100 -0.554 3.542
C 2.419 -0.022 3.967
O 3.254 0.505 3.317
C 2.553 -0.097 5.403
C 1.808 -0.956 6.138
C 0.595 -1.663 5.661
O -0.145 -2.504 6.293
O 2.158 -1.104 7.441
O 0.669 -0.248 2.301
H -0.635 -1.544 3.674
H 3.350 0.423 5.914
H 1.624 -1.822 7.788
H 1.219 0.435 1.910
C 7.712 -1.954 -2.566
C 6.734 -2.519 -3.215
C 5.320 -1.984 -3.307
O 4.342 -2.658 -3.567
C 5.193 -0.639 -2.778
C 6.182 0.016 -2.168
C 7.630 -0.594 -1.925
O 8.591 -0.121 -1.412
O 6.087 1.278 -1.744
O 6.931 -3.668 -3.855
H 8.643 -2.487 -2.444
H 4.238 -0.136 -2.736
H 6.942 1.625 -1.479
H 6.099 -4.134 -3.964
C -3.003 5.817 -2.749
C -4.031 5.593 -3.584
C -4.783 4.311 -3.675
O -5.813 4.065 -4.349
C -4.300 3.284 -2.722
C -3.257 3.523 -1.882
C -2.457 4.804 -1.877
O -1.443 4.993 -1.145
O -2.754 2.498 -1.176
O -4.381 6.621 -4.467
H -2.602 6.812 -2.873
H -4.862 2.365 -2.804
H -3.304 1.718 -1.283
H -5.250 6.383 -4.797
C -3.265 -2.335 3.155
C -3.359 -0.968 2.988
C -4.311 -0.138 3.684
O -4.445 1.095 3.564
C -5.225 -0.818 4.626
C -5.254 -2.098 4.686
C -4.224 -3.054 4.045
O -4.233 -4.223 4.424
O -6.132 -2.725 5.492
O -2.648 -0.472 1.921
H -2.572 -2.868 2.522
H -5.871 -0.213 5.245
H -6.026 -3.620 5.161
H -3.267 -0.228 1.228
C 6.445 -2.855 2.309
C 6.824 -2.880 3.624
C 5.791 -2.908 4.738
O 6.114 -2.777 5.977
C 4.367 -2.977 4.269
C 4.047 -2.970 2.906
C 5.077 -2.855 1.808
O 4.614 -2.738 0.629
O 2.762 -3.015 2.468
O 8.088 -2.815 4.031
H 7.236 -2.811 1.575
H 3.610 -3.083 5.032
H 2.704 -2.952 1.512
H 8.077 -2.759 4.989
C -2.379 -3.340 -3.099
C -3.608 -3.838 -3.187
C -4.102 -4.963 -4.147
O -5.190 -5.505 -4.122
C -2.938 -5.257 -5.025
C -1.682 -4.718 -5.024
C -1.278 -3.686 -3.984
O -0.107 -3.211 -4.029
O -0.766 -4.873 -5.949
O -4.536 -3.464 -2.264
H -2.172 -2.670 -2.278
H -3.048 -5.930 -5.862
H 0.006 -4.377 -5.669
H -4.278 -2.649 -1.828
```

energy	-6028.71587	hartree
HOMO level	-2.83	eV
LUMO level	0.58	eV
Kohn-Sham gap	3.40	eV
total charge	-2